This record from the Open Molecules 2025 dataset describes a structure of composition C20H29MgN8S2Te. The level of theory is ωB97M-V with the def2-TZVPD basis set.

Results
- max |F| (eV Å⁻¹) = 0.523
- energy above the lowest of the compared OMol25 structures with the same formula, charge and spin (kJ/mol) = 12.2
- LUMO (eV) = -3.2
- gap between HOMO and LUMO (eV) = 6.81
- total charge = +1

Last column: natural (NBO) charge in e.
Cartesian coordinates (Å):
Mg -0.2931 -0.2375 -0.5186  1.670
C 3.0048 -1.3909 4.4067  -0.614
C 2.3061 -0.0395 4.3227  -0.225
N 2.3704 0.5243 2.9797  -0.583
C 1.3789 0.4825 2.0684  0.326
S 1.7725 0.9951 0.4526  -0.550
N 0.2083 0.0370 2.5060  -0.485
N -0.7060 -0.1713 1.5308  -0.380
C -1.9301 -0.3868 1.8766  0.211
C -2.4240 -0.3723 3.2851  -0.691
C -2.8556 -0.7225 0.7684  0.180
C -4.2023 -0.9728 0.9957  -0.228
C -5.0156 -1.3276 -0.0656  -0.128
C -4.4688 -1.4418 -1.3347  -0.254
C -3.1233 -1.1710 -1.4865  0.064
N -2.3357 -0.8042 -0.4726  -0.595
H 3.0565 -1.7314 5.4419  0.221
H 4.0249 -1.3273 4.0227  0.201
H 2.4601 -2.1367 3.8236  0.208
H 2.7542 0.6690 5.0196  0.200
H 1.2564 -0.1395 4.5775  0.231
H 3.2609 0.8409 2.6346  0.404
H -1.6100 -0.1067 3.9493  0.264
H -2.8075 -1.3554 3.5690  0.236
H -3.2347 0.3496 3.4065  0.232
H -4.6045 -0.8938 1.9955  0.237
H -6.0674 -1.5237 0.0963  0.234
H -5.0673 -1.7410 -2.1832  0.237
H -2.6422 -1.2651 -2.4534  0.205
C 3.5244 -0.7323 -2.5331  -0.703
C 2.0429 -0.7029 -2.3448  0.264
N 1.4338 -1.4116 -1.4773  -0.292
N 2.1344 -2.2680 -0.7037  -0.443
C 1.4523 -3.1054 0.1456  0.284
N 2.2521 -3.8785 0.8978  -0.771
S -0.2031 -3.1294 0.2412  -0.222
C 1.1387 0.1839 -3.1313  0.168
C 1.5428 0.7839 -4.3121  -0.220
C 0.6200 1.5071 -5.0533  -0.129
C -0.6789 1.6105 -4.5939  -0.236
C -0.9949 1.0089 -3.3887  0.065
N -0.1181 0.3180 -2.6630  -0.554
H 3.9965 -0.4872 -1.5761  0.252
H 3.8710 -0.0029 -3.2571  0.245
H 3.8608 -1.7209 -2.8562  0.244
H 3.1424 -2.2322 -0.6938  0.393
H 3.2377 -3.9735 0.7183  0.397
H 1.8069 -4.5669 1.4800  0.429
H 2.5571 0.6754 -4.6672  0.232
H 0.9152 1.9762 -5.9826  0.238
H -1.4324 2.1535 -5.1471  0.240
H -1.9938 1.0931 -2.9761  0.211
C -1.3410 4.0942 -1.6181  -0.869
Te -1.7585 2.5957 -0.1605  0.418
C -0.5627 3.5310 1.3219  -0.856
H -0.2638 4.2439 -1.6561  0.228
H -1.8427 5.0163 -1.3374  0.235
H -1.7024 3.7665 -2.5910  0.220
H -1.0130 4.4842 1.5857  0.229
H 0.4403 3.6543 0.9244  0.239
H -0.5300 2.8759 2.1910  0.238

***

This record from the Open Molecules 2025 dataset describes an isolated molecule of C20H29N3O2. The level of theory is ωB97M-V with the def2-TZVPD basis set.

Results
- max |F| (eV Å⁻¹) = 0.594
- energy above the lowest of the compared OMol25 structures with the same formula, charge and spin (kJ/mol) = 155.2
- LUMO (eV) = 0.6
- gap between HOMO and LUMO (eV) = 8.44
- SMILES string = CCn1c(C)c(C)c2cc(C(=O)NCCCN3CCOCC3)ccc21

Last column: natural (NBO) charge in e.
Cartesian coordinates (Å):
C -4.9177 -1.2283 4.4062  -0.613
H -5.9104 -1.5171 4.7411  0.213
H -4.3631 -2.1238 4.1368  0.215
H -4.3997 -0.7402 5.2284  0.207
C -5.0195 -0.2901 3.2031  -0.204
N -3.7212 0.0980 2.7201  -0.356
C -2.9470 -0.6542 1.8853  0.148
C -3.2038 -1.8650 1.2508  -0.252
C -2.2245 -2.3816 0.4352  -0.168
C -0.9929 -1.7318 0.2522  -0.169
C -0.7405 -0.5201 0.8733  -0.200
C -1.7201 0.0288 1.6952  -0.018
C -1.7916 1.2285 2.4668  -0.111
C -3.0150 1.2290 3.0810  0.194
C -3.6121 2.2399 3.9964  -0.651
H -3.9116 1.7859 4.9407  0.218
H -4.4910 2.7028 3.5454  0.221
H -2.8893 3.0218 4.2085  0.231
C -0.7047 2.2470 2.5491  -0.625
H -1.0064 3.1016 3.1482  0.213
H 0.1909 1.8129 2.9948  0.213
H -0.4450 2.6014 1.5517  0.215
H 0.1804 0.0212 0.7065  0.203
C -0.0141 -2.3789 -0.6633  0.671
O -0.3487 -3.0571 -1.6169  -0.631
N 1.2889 -2.1799 -0.3364  -0.619
H 1.5152 -1.6235 0.4717  0.393
C 2.3793 -2.6383 -1.1604  -0.225
C 3.1638 -1.4751 -1.7697  -0.429
C 2.2796 -0.6476 -2.7171  -0.206
N 2.8904 0.5161 -3.3217  -0.445
C 4.0027 0.2371 -4.2088  -0.252
C 4.3297 1.5161 -4.9824  -0.071
O 4.6576 2.5719 -4.1084  -0.524
C 3.5978 2.8221 -3.2151  -0.070
C 3.2526 1.5740 -2.3995  -0.251
H 2.4026 1.7855 -1.7474  0.202
H 4.1268 1.3096 -1.7782  0.165
H 3.9310 3.6333 -2.5651  0.189
H 2.7058 3.1409 -3.7749  0.166
H 5.1989 1.3716 -5.6265  0.190
H 3.4597 1.7966 -5.5945  0.166
H 3.7135 -0.5516 -4.9057  0.205
H 4.9062 -0.0816 -3.6598  0.165
H 1.9315 -1.2924 -3.5287  0.201
H 1.3972 -0.3003 -2.1718  0.198
H 3.5436 -0.8383 -0.9664  0.191
H 4.0168 -1.8795 -2.3165  0.208
H 1.9309 -3.2476 -1.9489  0.235
H 3.0507 -3.2661 -0.5629  0.193
H -2.3811 -3.3117 -0.0890  0.233
H -4.1397 -2.3866 1.3840  0.214
H -5.5814 0.6063 3.4741  0.207
H -5.5522 -0.7913 2.3895  0.206